## P
Formula: C4H7NOS
Source: the OMol25 dataset
Level of theory: wB97M-V/def2-TZVPD

Calculated values
HOMO-LUMO gap ... 8.69 eV
Charge ... 0
SMILES string ... C=CC1=N[C@H]1S.O
LUMO energy ... -0.45 eV

Last column: Mulliken charge in e.
Positions of all 14 atoms, in Å:
C (1.28098, -1.22423, -0.04222)  -0.771
C (-0.02182, -1.30209, 0.15130)  -0.326
C (-0.80265, -0.18910, 0.50142)  -0.004
N (-0.89991, 1.05590, 0.55902)  -0.530
C (-2.12484, 0.33896, 0.79770)  0.172
S (-3.50135, 0.21023, -0.44710)  -0.248
H (1.68754, -2.26367, -0.41759)  0.196
H (1.84265, -0.32198, 0.01236)  0.584
H (-0.57333, -2.17109, 0.05141)  0.395
H (-2.52566, 0.20836, 1.80732)  0.302
H (-2.42070, 0.29266, -1.40495)  0.141
O (1.30243, 1.86965, -0.59347)  -0.702
H (0.50141, 2.02755, 0.01806)  0.500
H (1.04712, 1.04334, -1.02390)  0.290

=====

## Q
Formula: C4H7NOS
Source: the OMol25 dataset
Level of theory: wB97M-V/def2-TZVPD

Calculated values
HOMO-LUMO gap ... 8.07 eV
Charge ... 0
LUMO energy ... -0.16 eV

Last column: Mulliken charge in e.
Positions of all 14 atoms, in Å:
C (-2.09378, 0.74649, -0.06168)  -0.357
C (-1.28599, -0.99104, -0.34897)  0.606
C (1.61880, 0.13407, 0.77124)  -1.011
C (0.87528, 0.27412, -0.59579)  -0.367
N (-0.03930, -0.82803, -0.63407)  -0.199
O (-1.96756, -1.95956, -0.12795)  -0.553
S (-2.36188, 1.53573, 1.30610)  -0.179
H (-2.49107, 1.21961, -1.00180)  0.297
H (0.89994, 0.03739, 1.52445)  0.318
H (2.26966, -0.86565, 0.90846)  0.268
H (2.28046, 0.92508, 1.01564)  0.366
H (0.30512, 1.27258, -0.48232)  0.219
H (1.43882, 0.26063, -1.56676)  0.299
H (0.55154, -1.76140, -0.70656)  0.294

=====

On energetic grounds, Q is preferred over the next structure by 0.937 eV.